Entry 1:
# C2H2BrO2S2

A cluster of 2 separate species, C2H2BrO2S2 in total at a distorted geometry (ωB97M-V/def2-TZVPD, the OMol25 dataset).

Each line ends with the Mulliken charge.
Element x y z (Å)
1 C 2.941 -0.867 0.276  0.71
2 C -1.482 0.333 0.093  -0.24
3 O 3.230 -0.704 -0.820  -0.37
4 O 2.716 -1.076 1.379  -0.37
5 S -2.808 1.495 -0.148  -0.25
6 S -1.465 -0.763 -1.308  -0.23
7 Br 0.430 1.436 0.060  -0.42
8 H -2.839 1.834 1.146  0.09
9 H -0.723 -1.689 -0.678  0.07

The calculation puts the HOMO energy at -2.806 eV. As for the net charge: -1. For the relative energy (zero: lowest compared OMol25 entry of this formula, charge and spin), the calculation gives 155.3 kJ/mol.



Entry 2:
# C2H2CaF

A structure of composition C2H2CaF at a distorted geometry (ωB97M-V/def2-TZVPD, the OMol25 dataset).

Each line ends with the Mulliken charge.
Element x y z (Å)
1 F -1.865 -0.526 -0.083  -0.46
2 H -0.865 -1.168 -0.308  0.43
3 C 0.647 -0.221 0.114  -1.07
4 C -0.181 0.703 0.402  0.09
5 H -0.552 1.653 0.033  0.31
6 Ca 2.815 -0.441 -0.157  1.70

The calculation puts the HOMO energy at -13.191 eV. As for the net charge: +1.



Entry 3:
# C2H2CeFO

A structure of composition C2H2CeFO at a distorted geometry (ωB97M-V/def2-TZVPD, the OMol25 dataset).

Each line ends with the Mulliken charge.
Element x y z (Å)
1 C -0.833 0.198 -0.234  0.09
2 C 0.176 -0.681 -0.414  -0.32
3 O 0.936 -0.749 0.672  -0.67
4 H -1.886 0.146 -0.489  0.36
5 F -0.432 1.437 0.285  -0.27
6 H -0.033 -1.609 -0.963  0.30
7 Ce 2.073 1.258 1.144  1.50

The calculation puts the HOMO energy (spin up / spin down) at -10.883 / -11.906 eV. Its multiplicity is 3. Its expectation value of S² is 2.00. As for the net charge: +1.



no.,E (a.u.),molar mass (g mol⁻¹)
1,-3598.31367,202.1
2,-854.45535,85.1
3,-727.24999,201.2